1.
This record from the Open Molecules 2025 dataset describes a 2-piece molecular cluster, C3H2F4 overall. The level of theory is ωB97M-V/def2-TZVPD.

ΔE to the lowest compared entry with this formula, charge and spin: 3.182 eV
total energy: -514.8500 Eh
LUMO energy: -0.2 eV

Geometry as ORCA input:
```
! RIJCOSX wB97M-V def2-TZVPD def2/J DEFGRID3
* xyz 0 1
C -0.195 0.426 -1.112
C 0.888 0.445 -0.355
C 0.841 -1.896 1.861
F -0.228 0.773 -2.400
F 2.106 0.801 -0.769
F 1.651 -2.913 1.832
F -0.317 -2.364 1.489
H -1.159 0.128 -0.727
H 0.860 0.155 0.686
*
```


2.
This record from the Open Molecules 2025 dataset describes C15H23Cl2NO3SiV as an isolated structure at a distorted geometry. The level of theory is ωB97M-V/def2-TZVPD.

total energy: -3019.7200 Eh
LUMO energy (spin up / spin down): -0.1 / -0.1 eV

Geometry as ORCA input:
```
! RIJCOSX wB97M-V def2-TZVPD def2/J DEFGRID3
* xyz 0 4
V -3.643 -14.620 3.078
Cl 2.434 -16.907 0.384
C 0.846 -16.799 1.115
C -0.275 -17.561 0.746
C -1.531 -17.365 1.217
Cl -2.856 -18.297 0.592
C -1.775 -16.358 2.165
O -3.076 -16.300 2.580
C -0.661 -15.447 2.595
C -0.919 -14.334 3.327
O -2.080 -13.936 3.818
C 0.630 -15.724 2.015
H -0.165 -18.434 -0.018
H -0.060 -13.649 3.594
H 1.427 -15.010 2.241
C -5.615 -11.903 -1.409
N -4.913 -12.252 -0.166
C -4.146 -11.109 0.386
C -4.966 -13.397 0.494
C -5.580 -14.574 -0.129
O -4.506 -13.481 1.678
H -5.473 -12.660 -2.133
H -5.193 -10.983 -1.812
H -6.692 -11.678 -1.126
H -4.762 -10.254 0.677
H -3.401 -10.842 -0.387
H -3.668 -11.464 1.314
H -6.654 -14.715 0.088
H -5.033 -15.427 0.256
H -5.526 -14.497 -1.262
C -5.856 -17.698 6.114
Si -5.937 -16.381 4.706
C -5.837 -17.456 3.165
C -7.593 -15.440 4.652
C -4.692 -14.912 4.817
H -6.771 -18.254 6.241
H -5.539 -17.310 7.103
H -5.126 -18.501 5.859
H -6.642 -18.165 3.242
H -4.866 -17.978 3.144
H -6.002 -16.894 2.257
H -8.401 -16.115 4.971
H -7.877 -15.069 3.655
H -7.668 -14.576 5.382
H -4.150 -15.017 5.768
H -5.348 -13.985 4.820
*
```


3.
This record from the Open Molecules 2025 dataset describes C27H28N2O5P2Zr as an isolated structure at a distorted geometry. The level of theory is ωB97M-V/def2-TZVPD.

total energy: -2260.3273 Eh
LUMO energy: -9.5 eV

Geometry as ORCA input:
```
! RIJCOSX wB97M-V def2-TZVPD def2/J DEFGRID3
* xyz 2 1
C -2.313 2.510 -3.830
C -1.948 1.209 -3.472
C -0.633 0.809 -3.857
C 0.385 1.847 -4.005
C 0.001 3.193 -3.716
C -1.337 3.520 -3.896
C 1.674 1.360 -3.723
C 2.107 0.030 -3.669
C 0.984 -0.901 -3.617
C 1.171 -2.128 -2.922
C 2.492 -2.598 -2.878
C 3.563 -1.688 -2.860
C 3.296 -0.332 -2.966
H -3.366 2.787 -3.815
H 0.785 3.943 -3.559
H -1.645 4.530 -4.154
H 2.354 2.086 -3.174
H 2.669 -3.653 -2.680
H 4.581 -2.065 -2.825
H 3.999 0.447 -2.645
N -0.271 -0.493 -3.970
Zr -0.294 0.326 0.964
C -2.888 0.415 -2.571
H -3.015 -0.628 -2.901
H -3.844 0.925 -2.738
C 0.121 -2.867 -2.098
H -0.805 -3.099 -2.655
H 0.590 -3.854 -1.967
P -2.548 0.533 -0.724
P -0.199 -2.090 -0.380
C 1.132 -2.835 0.680
H 0.809 -2.872 1.733
H 1.438 -3.867 0.441
H 2.042 -2.220 0.650
C -1.553 -3.237 0.137
H -1.294 -4.295 0.287
H -1.949 -2.902 1.100
H -2.384 -3.245 -0.575
C -3.236 2.167 -0.213
H -4.288 2.329 -0.485
H -3.182 2.282 0.879
H -2.640 2.976 -0.645
C -3.918 -0.494 -0.067
H -3.796 -0.621 1.015
H -4.907 -0.043 -0.220
H -3.923 -1.483 -0.536
C -1.745 -0.593 2.619
O -2.349 -1.025 3.522
H -0.639 1.992 0.576
O 3.611 -0.355 1.798
C 2.702 0.370 2.125
O 1.690 0.717 1.217
C 2.550 0.847 3.535
C 1.676 1.889 3.845
C 1.121 2.010 5.104
C 1.576 1.142 6.117
C 2.629 0.200 5.880
C 3.109 0.079 4.582
N 0.692 0.936 7.239
O -0.361 1.615 7.324
O 0.986 0.044 8.068
H 1.456 2.664 3.129
H 0.348 2.742 5.344
H 2.976 -0.420 6.708
H 3.954 -0.568 4.393
*
```


4.
This record from the Open Molecules 2025 dataset describes one molecule with the formula C4H6O2. The level of theory is ωB97M-V/def2-TZVPD.

SMILES: C=C(O)CC=O
ΔE to the lowest compared entry with this formula, charge and spin: 1.293 eV
total energy: -306.4588 Eh
LUMO energy: 0.7 eV

Geometry as ORCA input:
```
! RIJCOSX wB97M-V def2-TZVPD def2/J DEFGRID3
* xyz 0 1
C 0.456 0.925 -1.273
C -0.376 0.136 -0.591
O -1.219 -0.769 -1.157
C -0.455 0.075 0.911
C 0.679 -0.768 1.464
O 0.531 -1.750 2.145
H 1.096 1.635 -0.760
H 0.524 0.886 -2.359
H -1.159 -0.694 -2.120
H -0.359 1.085 1.325
H -1.408 -0.357 1.227
H 1.691 -0.403 1.189
*
```


5.
This record from the Open Molecules 2025 dataset describes C2H13N9 as an isolated structure at a distorted geometry. The level of theory is ωB97M-V/def2-TZVPD.

ΔE to the lowest compared entry with this formula, charge and spin: 3.934 eV
total energy: -576.0970 Eh
LUMO energy: -5.6 eV

Geometry as ORCA input:
```
! RIJCOSX wB97M-V def2-TZVPD def2/J DEFGRID3
* xyz 2 1
C 3.182 0.574 -0.287
C -7.730 -4.493 3.591
N -7.905 -4.769 2.513
N 2.104 1.323 -0.363
N 4.197 0.625 -1.185
N 3.266 -0.184 0.770
N -7.449 -4.080 4.763
N 3.247 2.935 -2.617
N 1.606 3.239 -4.088
N 0.883 0.555 0.775
N 2.116 2.556 -3.114
H -8.384 -4.956 1.686
H 4.054 1.366 -1.824
H 5.143 0.471 -1.003
H 2.568 0.054 1.395
H 4.028 -0.916 0.884
H -7.396 -4.884 5.436
H -7.367 -3.109 5.032
H 1.967 1.724 -1.352
H 3.715 3.691 -3.187
H 2.264 3.946 -4.469
H 1.063 2.634 -4.661
H 0.649 1.533 1.171
H 0.180 0.160 0.135
*
```


6.
This record from the Open Molecules 2025 dataset describes a 9-piece molecular cluster, C13H46N4O11 overall at a distorted geometry. The level of theory is ωB97M-V/def2-TZVPD.

total energy: -1569.1906 Eh
LUMO energy (spin up / spin down): -2.4 / -7.3 eV

Geometry as ORCA input:
```
! RIJCOSX wB97M-V def2-TZVPD def2/J DEFGRID3
* xyz 1 2
C 11.246 18.750 0.653
O 12.139 19.529 0.602
N 11.293 17.546 1.180
N 10.136 19.028 0.053
H 10.609 16.829 0.985
H 12.200 17.285 1.540
H 9.971 19.964 -0.286
H 9.436 18.302 0.100
C 6.416 18.905 -0.983
O 6.353 17.611 -1.562
C 6.829 17.427 -2.918
C 6.250 16.119 -3.552
N 6.777 14.832 -3.034
C 6.268 14.435 -1.709
C 7.069 13.255 -1.037
O 7.449 12.178 -1.977
C 6.458 11.484 -2.685
H 6.039 19.084 0.024
H 5.747 19.558 -1.544
H 7.409 19.353 -1.018
H 7.915 17.424 -2.825
H 6.474 18.260 -3.525
H 6.637 16.278 -4.559
H 5.164 16.181 -3.484
H 7.783 14.762 -3.073
H 5.223 14.132 -1.779
H 6.335 15.335 -1.098
H 6.499 12.840 -0.205
H 7.957 13.680 -0.570
H 6.776 10.535 -3.119
H 6.033 12.020 -3.534
H 5.641 11.184 -2.028
C 11.743 13.724 -6.468
O 12.012 14.636 -5.381
C 11.853 14.006 -4.128
C 12.492 14.791 -2.992
N 12.031 14.404 -1.680
C 12.798 14.838 -0.483
C 12.234 14.262 0.843
O 10.933 14.910 1.037
C 10.486 14.679 2.391
H 12.660 13.163 -6.654
H 11.462 14.261 -7.374
H 10.855 13.123 -6.276
H 12.149 12.958 -4.170
H 10.790 13.951 -3.893
H 12.280 15.854 -3.105
H 13.561 14.584 -2.940
H 11.980 13.396 -1.714
H 12.956 15.911 -0.381
H 13.778 14.387 -0.641
H 12.943 14.450 1.650
H 12.203 13.173 0.827
H 9.568 15.230 2.597
H 11.313 14.898 3.065
H 10.214 13.624 2.423
O 9.412 15.582 -1.789
H 10.174 15.037 -1.595
H 9.497 16.332 -1.201
O 14.397 18.099 1.547
H 13.678 18.608 1.171
H 14.037 17.737 2.357
O 8.932 23.141 -1.229
H 9.046 23.620 -0.408
H 9.682 22.548 -1.268
O 8.141 16.925 0.325
H 7.415 17.111 -0.270
H 7.770 16.331 0.978
O 11.180 21.581 -0.933
H 11.677 22.321 -0.585
H 11.600 20.810 -0.552
O 13.508 17.051 3.853
H 12.783 16.969 4.471
H 14.178 17.538 4.332
*
```